Run a
# C3H6N4S

One molecule with the formula C3H6N4S (ωB97M-V/def2-TZVPD, the OMol25 dataset).

As for the SMILES: [H]/N=C\N=C/N(S)/C=N\[H]. As for the HOMO energy: -9.82 eV. The net charge is 0.

Element x y z (Å)
H1 3.608 -0.013 -0.816
N1 3.325 0.460 0.051
C1 2.240 -0.042 0.459
N2 1.575 -1.118 -0.131
C2 0.310 -1.160 -0.291
N3 -0.649 -0.153 -0.097
S1 -2.278 -0.664 0.067
C3 -0.355 1.227 -0.234
N4 -1.141 2.203 -0.069
H2 -2.083 1.902 0.228
H3 1.779 0.324 1.402
H4 -0.144 -2.093 -0.619
H5 -2.299 -0.810 1.405
H6 0.645 1.412 -0.543

For reference, the natural (NBO) charges in units of e are:
1 H 0.337
2 N -0.617
3 C 0.225
4 N -0.498
5 C 0.320
6 N -0.616
7 S 0.209
8 C 0.261
9 N -0.625
10 H 0.343
11 H 0.160
12 H 0.191
13 H 0.116
14 H 0.195

=====

Run b
# C3H6N4S

One molecule with the formula C3H6N4S (ωB97M-V/def2-TZVPD, the OMol25 dataset).

As for the HOMO energy: -8.74 eV. The net charge is 0.

Element x y z (Å)
C1 -1.637 0.102 -0.422
C2 -0.601 -2.060 0.235
C3 0.575 1.995 -0.161
N1 -0.450 0.153 -1.139
N2 1.837 -0.173 -0.389
N3 -1.098 -1.161 -0.801
N4 0.935 0.567 -0.524
S1 -2.868 0.810 0.174
H1 -0.179 -1.433 1.087
H2 -1.452 -2.758 0.472
H3 0.175 -2.717 -0.256
H4 -0.283 1.735 0.647
H5 0.158 2.538 -0.984
H6 1.334 2.548 0.291

For reference, the natural (NBO) charges in units of e are:
1 C 0.113
2 C -0.449
3 C -0.453
4 N -0.266
5 N -0.127
6 N -0.290
7 N 0.058
8 S 0.073
9 H 0.188
10 H 0.231
11 H 0.229
12 H 0.233
13 H 0.236
14 H 0.223

=====

run a wins, 0.1763 hartree ahead of the next structure.